Arrangement A

# C4H10N2O2

A cluster of 2 separate species, C4H10N2O2 in total (the ωB97M-V functional and the def2-TZVPD basis, the Open Molecules 2025 dataset).

```
18
Properties=species:S:1:pos:R:3:nbo_charge:R:1
C 1.445 0.652 -0.873 -0.648
C 0.967 -0.671 -0.340 -0.359
C -0.095 -1.349 -0.865 0.069
N -1.060 -0.842 -1.677 -0.792
H 2.039 1.166 -0.117 0.213
H 2.074 0.527 -1.757 0.213
H 0.610 1.299 -1.137 0.208
H 1.736 -1.281 0.118 0.200
H -0.262 -2.376 -0.567 0.188
H -1.056 0.163 -1.786 0.391
H -1.988 -1.211 -1.537 0.391
O 0.294 0.815 2.135 -0.712
C -0.585 -0.090 1.568 0.347
N -1.687 0.277 1.012 -0.241
O -1.633 1.499 0.312 -0.592
H 0.978 0.352 2.630 0.493
H -0.642 -1.067 2.036 0.173
H -1.132 2.136 0.845 0.459
```

Values from the calculation:
- LUMO level: 0.020 Ha
- 2S+1: 1
- Orbital gap: 0.30367 hartree
- Structure (SMILES): C/C=C\N.O/C=N\O


Arrangement B

# C4H10N2O2

A cluster of 2 separate species, C4H10N2O2 in total (the ωB97M-V functional and the def2-TZVPD basis, the Open Molecules 2025 dataset).

```
18
Properties=species:S:1:pos:R:3:nbo_charge:R:1
C -0.212 -0.263 -1.608 -0.219
N -1.154 0.929 -1.495 -0.678
C -0.990 1.456 2.449 -0.273
O -0.778 1.744 1.124 -0.585
C 0.344 -0.705 -0.271 -0.310
N 0.880 -1.947 -0.203 -0.331
C 2.139 -1.974 -0.651 0.425
O 2.842 -0.954 -0.912 -0.516
H 0.732 0.166 -2.262 0.261
H -0.684 -1.083 -2.289 0.221
H -1.153 1.334 -0.502 0.441
H -1.300 0.412 2.668 0.201
H -0.020 1.506 3.065 0.168
H -1.907 2.037 2.936 0.177
H 1.027 0.114 0.089 0.251
H -0.426 -0.639 0.573 0.249
H -2.017 0.834 -1.945 0.374
H 2.677 -2.967 -0.768 0.144
```

Values from the calculation:
- LUMO level: -0.168 Ha
- 2S+1: 1
- Orbital gap: 0.14981 hartree


Arrangement C

# C4H10N2O2

An isolated molecule of C4H10N2O2 (the ωB97M-V functional and the def2-TZVPD basis, the Open Molecules 2025 dataset).

```
18
Properties=species:S:1:pos:R:3:nbo_charge:R:1
N 2.303 -1.254 0.790 -0.708
C 0.924 -0.879 0.460 -0.452
C 0.933 0.486 0.172 0.558
O 2.015 1.146 0.203 -0.767
N -0.216 1.145 -0.257 -0.623
C -1.521 0.759 0.285 -0.236
C -2.418 0.066 -0.718 -0.066
O -1.822 -1.119 -1.176 -0.711
H 2.513 -1.614 1.721 0.393
H 2.802 -1.824 0.107 0.394
H 2.733 -0.267 0.727 0.461
H 0.138 -1.506 0.829 0.209
H -0.056 2.138 -0.167 0.384
H -2.023 1.686 0.560 0.198
H -1.411 0.140 1.184 0.190
H -3.393 -0.054 -0.228 0.153
H -2.581 0.750 -1.560 0.155
H -2.468 -1.582 -1.717 0.468
```

Values from the calculation:
- LUMO level: 0.024 Ha
- 2S+1: 1
- Orbital gap: 0.28655 hartree
- Structure (SMILES): [NH3+]/C=C(\[O-])NCCO


Arrangement D

# C4H10N2O2

A cluster of 3 separate species, C4H10N2O2 in total (the ωB97M-V functional and the def2-TZVPD basis, the Open Molecules 2025 dataset).

```
18
Properties=species:S:1:pos:R:3:nbo_charge:R:1
C 1.877 -0.156 0.947 -0.200
N 1.408 1.028 0.749 -0.088
O 0.259 1.284 1.528 -0.595
H 2.850 -0.333 0.514 0.211
H 1.694 -0.697 1.871 0.195
H -0.039 2.152 1.225 0.487
N -1.408 -1.123 1.069 -0.844
C -0.670 -1.664 0.076 0.539
O -0.922 -2.695 -0.493 -0.617
H -2.253 -1.595 1.354 0.396
H -1.077 -0.293 1.539 0.416
H 0.435 -1.217 0.142 0.103
C 0.209 1.222 -1.615 -0.378
C -0.912 0.513 -1.772 -0.410
H 1.177 0.782 -1.782 0.195
H 0.186 2.291 -1.480 0.189
H -0.931 -0.485 -2.174 0.209
H -1.883 0.985 -1.698 0.190
```

Values from the calculation:
- LUMO level: 0.024 Ha
- 2S+1: 1
- Orbital gap: 0.37012 hartree
- Structure (SMILES): C=NO.NC=O.C=C


The structure with the most favorable energy is arrangement C; the runner-up is 0.0587 hartree above it.


Arrangement A

# C4H10N2O2

A structure of composition C4H10N2O2 (the ωB97M-V functional and the def2-TZVPD basis, the Open Molecules 2025 dataset).

```
18
Properties=species:S:1:pos:R:3:nbo_charge:R:1
C 0.180 -0.299 0.206 0.345
C 0.495 0.438 2.026 -0.608
C 0.910 -1.748 -1.600 -0.434
C -1.856 0.970 0.101 -0.456
N 1.013 -1.146 -0.200 0.071
N -0.692 0.478 -0.681 -0.169
O 1.880 -1.690 0.548 -0.552
O 0.046 1.603 -1.211 -0.627
H 1.469 0.107 2.249 0.235
H 0.491 1.467 1.731 0.196
H -0.375 -0.087 2.468 0.227
H 0.210 -1.342 -2.291 0.226
H 1.972 -1.604 -1.948 0.226
H 0.670 -2.715 -1.374 0.213
H -1.554 1.358 1.052 0.197
H -2.509 1.535 -0.663 0.227
H -2.561 0.215 0.357 0.216
H 0.210 2.460 -0.769 0.468
```

Values from the calculation:
- LUMO level: 0.026 Ha
- 2S+1: 1
- Orbital gap: 0.34213 hartree


Arrangement B

# C4H10N2O2

An isolated molecule of C4H10N2O2 (the ωB97M-V functional and the def2-TZVPD basis, the Open Molecules 2025 dataset).

```
18
Properties=species:S:1:pos:R:3:nbo_charge:R:1
C -2.740 -0.029 -0.126 -0.649
C -1.349 -0.420 0.489 -0.089
O -0.482 -0.164 -0.649 -0.367
N 0.805 -0.089 -0.244 -0.009
C 1.382 1.224 -0.288 -0.242
C 0.500 2.281 0.404 -0.624
N 1.544 -1.164 0.159 0.232
O 0.970 -2.208 0.167 -0.390
H -2.774 0.999 -0.549 0.218
H -3.691 -0.036 0.559 0.223
H -3.006 -0.691 -0.977 0.224
H -1.060 0.324 1.292 0.177
H -1.227 -1.454 0.888 0.217
H 2.500 1.268 0.042 0.237
H 1.388 1.478 -1.349 0.195
H 0.780 3.233 -0.003 0.221
H -0.547 2.042 0.135 0.217
H 0.539 2.245 1.545 0.210
```

Values from the calculation:
- LUMO level: 0.033 Ha
- 2S+1: 1
- Orbital gap: 0.37301 hartree
- Structure (SMILES): CCON(CC)N=O


The structure with the most favorable energy is arrangement B; the runner-up is 0.0860 hartree above it.


Arrangement A

# C2H7NO2S2

An isolated molecule of C2H7NO2S2 (the ωB97M-V functional and the def2-TZVPD basis, the Open Molecules 2025 dataset).

```
14
Properties=species:S:1:pos:R:3:nbo_charge:R:1
C 0.329 -0.480 1.337 -0.525
C 0.584 0.675 0.364 0.051
N -1.073 -0.872 -1.781 -1.011
O 0.194 1.316 -2.099 -1.003
O 1.766 0.664 -0.258 -0.721
S -0.993 -0.028 2.626 -0.075
S -0.831 0.765 -1.208 1.238
H 1.259 -0.482 1.794 0.218
H 0.214 -1.474 0.937 0.231
H 0.363 1.649 1.041 0.161
H -0.516 -0.887 -2.676 0.397
H -2.087 -0.724 -2.022 0.375
H 1.717 1.156 -1.192 0.527
H -0.927 -1.277 3.136 0.137
```

Values from the calculation:
- LUMO level: 0.022 Ha
- 2S+1: 1
- Orbital gap: 0.35218 hartree


Arrangement B

# C2H7NO2S2

A structure of composition C2H7NO2S2 (the ωB97M-V functional and the def2-TZVPD basis, the Open Molecules 2025 dataset).

```
14
Properties=species:S:1:pos:R:3:nbo_charge:R:1
C 0.852 0.869 -1.215 -0.423
C -1.699 0.283 1.193 -0.876
N 0.407 -0.142 -0.203 -0.875
O -1.277 -2.004 -0.133 -0.923
O -1.825 0.047 -1.391 -0.935
S 1.386 -1.444 0.062 0.223
S -1.251 -0.602 -0.289 2.318
H 0.418 1.882 -0.958 0.214
H 1.943 0.825 -1.153 0.220
H 0.456 0.499 -2.210 0.215
H -1.871 1.182 0.870 0.225
H -2.531 -0.207 1.801 0.253
H -0.844 0.436 1.895 0.255
H 0.818 -1.739 1.242 0.108
```

Values from the calculation:
- LUMO level: 0.024 Ha
- 2S+1: 1
- Orbital gap: 0.33616 hartree


The structure with the most favorable energy is arrangement A; the runner-up is 0.0035 hartree above it.


Arrangement A

# C2H12O4

A cluster of 4 separate species, C2H12O4 in total (the ωB97M-V functional and the def2-TZVPD basis, the Open Molecules 2025 dataset).

```
18
Properties=species:S:1:pos:R:3:nbo_charge:R:1
C 1.318 -2.068 -2.534 -0.640
C 2.547 -1.364 -1.663 -0.045
O 2.446 0.006 -1.392 -0.728
H 1.533 -3.063 -2.934 0.221
H 0.397 -2.040 -2.001 0.208
H 1.200 -1.320 -3.349 0.191
H 3.485 -1.487 -2.239 0.152
H 2.678 -1.890 -0.699 0.174
H 1.957 0.514 -2.016 0.468
O -1.835 -0.031 0.430 -0.932
H -0.882 0.084 0.526 0.469
H -1.877 0.832 -0.030 0.466
O -2.983 3.568 1.404 -0.907
H -3.597 2.952 1.340 0.450
H -3.170 4.002 0.530 0.458
O -0.502 -0.584 3.298 -0.949
H -1.157 -0.226 2.634 0.482
H -0.762 -1.437 3.500 0.464
```

Values from the calculation:
- LUMO level: 0.012 Ha
- 2S+1: 1
- Orbital gap: 0.39165 hartree
- Structure (SMILES): CCO.O.O.O


Arrangement B

# C2H12O4

A cluster of 4 separate species, C2H12O4 in total (the ωB97M-V functional and the def2-TZVPD basis, the Open Molecules 2025 dataset).

```
18
Properties=species:S:1:pos:R:3:nbo_charge:R:1
C 1.713 1.944 -1.477 -0.634
C 0.308 2.367 -1.139 -0.068
O -0.037 1.772 0.105 -0.742
H 1.790 0.859 -1.566 0.219
H 2.400 2.189 -0.661 0.207
H 2.144 2.422 -2.356 0.215
H -0.354 2.000 -1.930 0.168
H 0.263 3.459 -1.112 0.161
H -0.780 2.236 0.499 0.483
O -1.896 -1.561 2.591 -0.964
H -2.492 -2.141 3.075 0.457
H -1.298 -2.164 2.090 0.482
O -0.563 -3.194 0.930 -0.954
H 0.331 -3.533 0.787 0.498
H -1.081 -3.967 1.188 0.490
O -0.148 -0.954 -0.731 -0.980
H 0.158 -0.170 -0.246 0.485
H -0.457 -1.565 -0.046 0.477
```

Values from the calculation:
- LUMO level: 0.012 Ha
- 2S+1: 1
- Orbital gap: 0.38976 hartree
- Structure (SMILES): CCO.O.O.O


The structure with the most favorable energy is arrangement B; the runner-up is 0.0446 hartree above it.


Arrangement A

# C2H12O4

A cluster of 5 separate species, C2H12O4 in total (the ωB97M-V functional and the def2-TZVPD basis, the Open Molecules 2025 dataset).

```
18
Properties=species:S:1:pos:R:3:nbo_charge:R:1
C 2.065 0.600 0.307 -0.402
C 2.020 -0.726 0.258 -0.398
H 3.017 1.104 0.229 0.186
H 1.197 1.227 0.186 0.210
H 2.938 -1.291 0.128 0.192
H 1.080 -1.251 0.316 0.206
O -0.963 0.143 1.753 -0.986
H -0.250 -0.174 2.319 0.486
H -1.364 -0.677 1.410 0.509
O -1.034 2.050 -0.212 -0.987
H -1.178 1.546 0.610 0.511
H -1.736 2.706 -0.257 0.479
O -0.590 -0.034 -2.089 -0.984
H -0.924 0.578 -1.411 0.500
H 0.333 0.211 -2.202 0.483
O -1.394 -1.958 -0.092 -0.992
H -1.270 -1.371 -0.860 0.508
H -1.946 -2.683 -0.394 0.479
```

Values from the calculation:
- LUMO level: 0.026 Ha
- 2S+1: 1
- Orbital gap: 0.39422 hartree
- Structure (SMILES): C=C.O.O.O.O


Arrangement B

# C2H12O4

A cluster of 5 separate species, C2H12O4 in total (the ωB97M-V functional and the def2-TZVPD basis, the Open Molecules 2025 dataset).

```
18
Properties=species:S:1:pos:R:3:nbo_charge:R:1
C 1.967 0.527 1.496 -0.408
C 1.016 1.341 1.913 -0.352
H 1.959 0.204 0.465 0.189
H 2.372 -0.224 2.129 0.191
H 0.893 1.771 2.869 0.186
H 0.295 1.748 1.216 0.190
O -1.473 1.390 -0.360 -0.956
H -0.724 1.363 -0.943 0.505
H -2.185 1.641 -0.914 0.477
O -1.712 -1.113 0.727 -0.966
H -1.776 -0.211 0.365 0.495
H -2.604 -1.302 0.767 0.465
O 0.117 -2.287 -1.116 -0.983
H 0.839 -2.647 -0.500 0.481
H -0.436 -1.768 -0.486 0.501
O 0.601 0.185 -2.360 -0.979
H 0.236 -0.630 -1.987 0.495
H 0.614 0.012 -3.281 0.470
```

Values from the calculation:
- LUMO level: 0.018 Ha
- 2S+1: 1
- Orbital gap: 0.37786 hartree
- Structure (SMILES): C=C.O.O.O.O


The structure with the most favorable energy is arrangement A; the runner-up is 0.0286 hartree above it.